Entry 1:
Formula: CH2Br3PS
Source: OMol25
Level of theory: wB97M-V/def2-TZVPD

The geometry in XYZ format:
```
8
Properties=species:S:1:pos:R:3:forces:R:3:mulliken_charge:R:1
C -2.183593 -0.316445 0.414914 -0.631 1.719 2.134 -0.629
P 1.327878 0.621470 -0.140724 -0.420 -0.491 1.374 0.341
S 1.189796 -0.952818 -1.368220 2.094 0.049 -1.286 -0.123
Br -1.318750 -1.300674 -0.786586 -0.811 -2.334 -1.502 0.063
Br 2.648036 2.145352 -0.897845 0.656 0.703 -0.791 -0.166
Br 2.726520 -0.288130 1.378950 0.016 0.112 0.277 -0.170
H -1.889499 -0.524457 1.490306 -0.786 0.741 -1.550 0.346
H -2.500390 0.615705 -0.090798 -0.117 -0.498 1.344 0.338
```
Positions in Å, forces in eV/Å.

charge: 0
gap between HOMO and LUMO (alpha / beta): 8.0 / 6.4 eV
HOMO energy (alpha / beta): -7.93 / -9.31 eV
spin multiplicity: 3
expectation value of S²: 2.009


Entry 2:
Formula: CH2BrCl2PS
Source: OMol25
Level of theory: wB97M-V/def2-TZVPD

The geometry in XYZ format:
```
8
Properties=species:S:1:pos:R:3:forces:R:3:mulliken_charge:R:1
C -1.920352 -0.338739 -0.072297 -1.082 -1.634 -4.151 -0.698
P 1.229520 0.775927 0.147394 -1.082 -1.723 -0.168 0.425
S 1.561844 -0.655544 1.581432 0.524 0.845 -0.049 -0.222
Cl 1.780880 -0.302775 -1.539681 -0.119 0.009 -0.375 -0.192
Cl 2.619106 2.182133 0.000081 0.960 0.826 0.505 -0.200
Br -1.121576 -1.634867 0.785690 0.594 -1.197 1.533 0.110
H -1.963164 0.641926 0.238317 -0.181 1.761 0.904 0.506
H -2.186258 -0.668059 -1.140934 0.386 1.113 1.800 0.272
```
Positions in Å, forces in eV/Å.

charge: 0
gap between HOMO and LUMO (alpha / beta): 8.2 / 5.9 eV
HOMO energy (alpha / beta): -9.11 / -8.57 eV
spin multiplicity: 1


Entry 3:
Formula: CH2BrCl2Pt
Source: OMol25
Level of theory: wB97M-V/def2-TZVPD

The geometry in XYZ format:
```
7
Properties=species:S:1:pos:R:3:forces:R:3:mulliken_charge:R:1
Pt -3.249426 1.444969 1.396651 -7.407 3.992 4.273 0.803
Br -1.689126 0.594309 0.520921 5.604 -2.930 -3.909 0.074
C 0.878854 -0.283291 -0.320399 1.843 -1.417 -0.035 -0.086
Cl 0.909364 -0.449851 -2.089979 -0.395 0.561 0.737 -0.088
Cl 2.066324 -1.492771 0.365301 -0.980 0.783 -0.118 -0.122
H 1.203994 0.682379 0.066731 0.033 0.108 -0.524 0.329
H -0.119986 -0.495741 0.060771 1.303 -1.098 -0.424 0.090
```
Positions in Å, forces in eV/Å.

charge: +1
gap between HOMO and LUMO (alpha / beta): 7.3 / 5.0 eV
HOMO energy (alpha / beta): -14.15 / -14.14 eV
spin multiplicity: 3
expectation value of S²: 2.009


Entry 4:
Formula: CH2BrClO
Source: OMol25
Level of theory: wB97M-V/def2-TZVPD

The geometry in XYZ format:
```
6
Properties=species:S:1:pos:R:3:forces:R:3:mulliken_charge:R:1
C 1.155830 -0.308860 0.029675 -0.800 0.582 -0.133 -0.319
O -1.660940 1.447308 -0.240548 1.404 1.165 -0.268 -0.533
Cl 0.001782 -1.441478 -0.035009 0.295 0.278 0.052 0.047
Br -2.373452 -0.011817 0.115534 -0.970 -1.589 0.350 0.216
H 1.371278 0.270074 -0.853878 0.054 -0.225 -0.209 0.301
H 1.505501 0.044771 0.984226 0.016 -0.211 0.207 0.288
```
Positions in Å, forces in eV/Å.

charge: 0
gap between HOMO and LUMO (alpha / beta): 6.0 / 6.0 eV
HOMO energy (alpha / beta): -8.24 / -8.25 eV
spin multiplicity: 1


Entry 5:
Formula: CH2BrN3
Source: OMol25
Level of theory: wB97M-V/def2-TZVPD

The geometry in XYZ format:
```
7
Properties=species:S:1:pos:R:3:forces:R:3:mulliken_charge:R:1
C -0.085924 0.325212 -0.935710 0.823 -0.146 0.744 0.443
N 0.662513 -0.458401 -0.404324 0.254 -0.229 0.484 0.296
N -0.769079 1.222985 -1.484556 0.309 -1.100 0.520 -0.579
N 1.473342 -1.442299 0.013473 -0.329 1.461 1.120 -0.676
Br -1.769194 -0.170941 2.550534 0.021 0.003 -0.033 -0.005
H -1.291871 1.786692 -0.811819 0.194 -0.027 -0.221 0.269
H 1.780213 -1.263248 1.072401 -1.272 0.038 -2.613 0.252
```
Positions in Å, forces in eV/Å.

charge: 0
gap between HOMO and LUMO (alpha / beta): 8.7 / 4.8 eV
HOMO energy (alpha / beta): -9.67 / -8.85 eV
spin multiplicity: 1


Entry 6:
Formula: CH2BrN3
Source: OMol25
Level of theory: wB97M-V/def2-TZVPD

The geometry in XYZ format:
```
7
Properties=species:S:1:pos:R:3:forces:R:3:mulliken_charge:R:1
C 1.528246 -0.878007 0.584091 -0.876 -0.383 -1.174 0.494
N 0.961148 -0.411399 1.623134 0.287 0.284 1.993 -0.523
N 0.551089 -0.462352 -0.313245 1.204 -1.931 -0.350 -0.271
N 0.045895 0.221361 0.799399 1.340 2.781 -0.993 -0.047
Br 2.976077 -1.925080 0.409679 1.177 -0.662 -0.301 -0.090
H 0.617510 -0.250341 -1.291740 -0.081 0.875 0.006 0.232
H -0.865730 -0.003391 0.969132 -3.050 -0.964 0.820 0.206
```
Positions in Å, forces in eV/Å.

charge: 0
gap between HOMO and LUMO: 10.2 eV
HOMO energy: -9.34 eV
spin multiplicity: 1


Entry 7:
Formula: CH2BrNO3S
Source: OMol25
Level of theory: wB97M-V/def2-TZVPD

The geometry in XYZ format:
```
9
Properties=species:S:1:pos:R:3:forces:R:3:mulliken_charge:R:1
C 2.659951 -1.221456 -0.973100 -0.012 1.010 2.313 0.713
N -2.136845 0.490093 1.005312 2.941 1.910 1.942 -0.353
O 2.805174 -0.798669 0.092063 0.320 0.195 0.586 -0.382
O 2.489002 -1.628704 -2.014612 -0.318 -1.156 -2.852 -0.330
O -0.249493 -0.652221 0.163468 0.811 -1.375 -0.023 -0.448
S -0.504757 0.567465 0.867778 -0.642 0.373 -0.882 0.565
Br 0.124316 2.076276 -0.913474 -0.429 -0.052 0.608 -0.261
H -2.585154 1.303998 1.302098 -1.040 1.302 0.538 0.254
H -2.602193 -0.136780 0.470470 -1.631 -2.206 -2.230 0.243
```
Positions in Å, forces in eV/Å.

charge: 0
gap between HOMO and LUMO: 9.4 eV
HOMO energy: -10.07 eV
spin multiplicity: 1


Entry 8:
Formula: CH2BrO2S
Source: OMol25
Level of theory: wB97M-V/def2-TZVPD

The geometry in XYZ format:
```
7
Properties=species:S:1:pos:R:3:forces:R:3:mulliken_charge:R:1
C -0.353865 -0.495873 -0.445139 0.633 0.838 -0.465 -0.622
O 1.611928 0.146303 1.324860 -0.093 -0.124 -0.033 -0.605
O -0.305362 1.691162 1.160325 -0.135 -0.005 -0.032 -0.601
S 0.140311 0.287431 1.270732 0.060 -0.192 -0.838 0.490
Br 0.360586 0.307336 -2.275894 -0.439 -0.528 1.409 -0.293
H -0.024236 -1.531265 -0.476655 0.058 -0.001 -0.025 0.321
H -1.429361 -0.405096 -0.558228 -0.083 0.011 -0.015 0.310
```
Positions in Å, forces in eV/Å.

charge: -1
gap between HOMO and LUMO: 7.1 eV
HOMO energy: -3.62 eV
spin multiplicity: 1


M values, unit g/mol, following the record order: 316.780, 227.878, 359.915, 145.383, 135.952, 135.952, 188.002, 157.996.
Calculated total energy values, unit eV, following the record order: -231318.2061, -116278.9918, -99389.9814, -85675.8942, -75577.3609, -75578.8001, -89579.7822, -86042.9280.